Molecular formula: C40H45BaF3N6O3S2Si2
Method: DFT, wB97M-V/def2-TZVPD

Atoms and positions in Å:
Ba: -0.3229 0.1883 -0.4220
O: 1.6890 4.2783 1.2968
C: 1.2654 3.1139 1.2829
N: 0.1273 2.6313 0.7670
C: -0.8588 3.5929 0.4140
C: -1.0750 4.7022 1.2462
C: -2.0712 5.6294 1.0065
C: -2.8910 5.4780 -0.1039
C: -2.6979 4.3968 -0.9424
C: -1.7013 3.4355 -0.7117
N: -1.6356 2.2826 -1.5267
C: -1.8440 2.4005 -2.8300
O: -1.9703 3.4147 -3.5437
C: -1.9556 1.0782 -3.5958
C: -2.5025 1.1198 -4.8794
C: -2.6122 -0.0507 -5.6054
C: -2.1486 -1.2354 -5.0501
C: -1.6095 -1.1892 -3.7761
N: -1.5318 -0.0676 -3.0641
C: 2.2681 2.1413 1.9654
C: 2.5411 2.6035 3.3760
C: 3.6334 2.1599 3.9767
C: 4.5665 1.2836 3.1876
C: 4.5423 1.7396 1.7472
N: 3.5016 2.1451 1.1578
H: -0.4297 4.8258 2.1030
H: -2.2028 6.4662 1.6842
H: -3.6787 6.1931 -0.3157
H: -3.3230 4.2716 -1.8143
H: -2.8137 2.0816 -5.2594
H: -3.0465 -0.0399 -6.5990
H: -2.2053 -2.1763 -5.5820
H: -1.2284 -2.0875 -3.3036
H: 1.8103 3.2463 3.8482
H: 3.8661 2.3932 5.0083
H: 5.5856 1.3485 3.5772
H: 5.4661 1.6776 1.1728
F: 2.7272 -0.2562 5.0228
C: 3.8786 -0.7479 4.5303
F: 3.7750 -2.0888 4.5842
F: 4.8497 -0.4009 5.4265
C: 4.2357 -0.2635 3.1143
C: 5.4702 -0.9930 2.6365
C: 5.4041 -1.9889 1.7100
C: 4.2147 -2.2992 1.0333
N: 3.1397 -1.5064 1.2112
C: 3.1190 -0.5731 2.1193
S: 1.6425 0.4236 2.0926
H: 6.4080 -0.7438 3.1223
H: 6.3166 -2.5225 1.4561
H: 4.1418 -3.0803 0.2876
C: -0.4624 -2.5677 2.4996
Si: -2.0930 -1.7154 2.0760
C: -3.3453 -2.5457 3.2415
C: -2.0638 0.0652 2.7415
C: -2.5704 -1.9116 0.3014
C: -1.8200 -2.7634 -0.5703
C: -2.4298 -3.7287 -1.4322
C: -1.6736 -4.5457 -2.2330
C: -0.2789 -4.4390 -2.2191
C: 0.2595 -3.4759 -1.3878
N: -0.4551 -2.6542 -0.6239
Si: -4.3419 -1.6252 -0.0775
C: -4.7161 -1.2905 -1.9046
C: -5.0467 -0.1333 0.8379
C: -5.5274 -3.0505 0.4012
H: -0.2480 -2.4123 3.5623
H: 0.4164 -2.2589 1.9345
H: -0.5745 -3.6446 2.3340
H: -2.9404 -2.5334 4.2582
H: -3.5227 -3.5851 2.9551
H: -4.3096 -2.0316 3.2592
H: -1.6829 0.0391 3.7679
H: -3.0725 0.4795 2.7713
H: -1.4444 0.8089 2.2344
H: -3.5045 -3.8468 -1.4133
H: -2.1641 -5.2824 -2.8611
H: 0.3598 -5.0642 -2.8279
H: 1.3361 -3.3317 -1.3393
H: -4.3397 -0.3117 -2.2112
H: -5.8043 -1.2874 -2.0299
H: -4.3000 -2.0346 -2.5868
H: -4.4926 0.7839 0.6256
H: -5.0785 -0.2692 1.9199
H: -6.0777 0.0083 0.4964
H: -5.2601 -3.9913 -0.0869
H: -6.5537 -2.8060 0.1051
H: -5.5211 -3.2287 1.4782
O: 1.5169 0.0819 -2.0677
S: 2.8044 0.4534 -1.3486
C: 4.1253 -0.3621 -2.3086
C: 4.8888 0.7191 -3.0773
C: 3.8965 1.8490 -3.3394
C: 3.2277 2.0896 -1.9958
H: 3.5750 -1.0290 -2.9731
H: 4.7285 -0.9513 -1.6190
H: 5.3236 0.3141 -3.9931
H: 5.7093 1.0968 -2.4614
H: 3.1466 1.5384 -4.0709
H: 4.3863 2.7496 -3.7141
H: 2.2971 2.6567 -2.0108
H: 3.8888 2.5436 -1.2559

- Multiplicity: 1
- Energy relative to the best compared isomer or geometry (same formula, charge and spin): 0.00 kcal/mol
- Charge: -2

Here are the natural (NBO) charges for atoms 1 to 8, given in e:
1 Ba 1.798
2 O -0.709
3 C 0.634
4 N -0.814
5 C 0.219
6 C -0.234
7 C -0.257
8 C -0.258



Molecular formula: C5H7NO
Method: DFT, wB97M-V/def2-TZVPD

Atoms and positions in Å:
C: -1.3131 1.1284 0.5817
C: -0.3764 0.2426 -0.1470
C: -0.4652 -0.1732 -1.5069
C: 0.6252 -0.9773 -1.7409
O: 1.3795 -1.0873 -0.6182
C: 0.7711 -0.3477 0.3395
N: 1.3667 -0.3328 1.5363
H: -2.1790 1.3844 -0.0373
H: -1.6804 0.6386 1.4892
H: -0.8143 2.0597 0.8685
H: -1.2291 0.0855 -2.2264
H: 0.9895 -1.5171 -2.6032
H: 0.8387 -0.0758 2.3614
H: 2.0867 -1.0280 1.7032

- Multiplicity: 1
- Energy relative to the best compared isomer or geometry (same formula, charge and spin): 17.86 kcal/mol

Here are the natural (NBO) charges for atoms 1 to 8, given in e:
1 C -0.622
2 C -0.207
3 C -0.284
4 C 0.040
5 O -0.424
6 C 0.465
7 N -0.828
8 H 0.222



Molecular formula: C4H12
Method: DFT, wB97M-V/def2-TZVPD

Atoms and positions in Å:
C: 1.5545 1.3053 -1.2232
C: 1.5787 0.0941 -0.0942
H: 2.5708 1.8132 -1.4344
H: 1.0728 0.8352 -2.0595
H: 0.8305 2.0876 -1.1439
H: 2.2258 -0.7200 -0.2908
H: 1.8808 0.3762 0.8409
H: 0.4488 -0.2371 0.0113
C: -1.2071 -1.0748 1.2579
C: -1.9064 -0.2714 0.0725
H: -1.9101 -1.4690 2.1731
H: -0.8021 -1.9547 0.9468
H: -0.4018 -0.4147 1.6700
H: -2.8542 -0.7073 -0.1358
H: -1.2756 -0.4289 -0.8530
H: -1.8055 0.7661 0.2623

- Multiplicity: 1
- Energy relative to the best compared isomer or geometry (same formula, charge and spin): 38.72 kcal/mol

Here are the natural (NBO) charges for atoms 1 to 8, given in e:
1 C -0.628
2 C -0.605
3 H 0.209
4 H 0.204
5 H 0.207
6 H 0.205
7 H 0.193
8 H 0.211



Molecular formula: C23H17F3O2
Method: DFT, wB97M-V/def2-TZVPD

Atoms and positions in Å:
C: 6.8839 -0.5112 -1.6093
C: 5.9250 -1.5170 -1.0349
O: 5.8789 -2.6474 -1.5757
C: 5.1217 -1.1673 0.2608
C: 5.3563 -2.2248 1.3791
O: 5.3586 -3.4429 1.1044
C: 5.6178 -1.7758 2.8042
C: 5.9860 -0.4902 3.2435
C: 5.8466 -0.1041 4.5836
C: 5.4505 -1.0446 5.5624
C: 5.2140 -2.3697 5.1445
C: 5.3780 -2.7349 3.8135
C: 3.4155 -1.2783 0.0196
C: 3.1264 -1.0985 -1.3971
C: 3.5395 0.1143 -2.0475
C: 3.3377 0.3183 -3.4440
C: 2.5925 -0.5709 -4.1695
C: 2.0758 -1.6645 -3.5262
F: 1.3155 -2.5575 -4.2418
C: 2.3270 -1.9728 -2.1744
C: 2.4494 -1.9909 0.8940
C: 1.2688 -2.6864 0.5043
C: 0.5602 -3.4412 1.4129
F: -0.4979 -4.1962 0.9893
C: 0.8188 -3.4566 2.7906
C: 1.7923 -2.5613 3.1731
F: 2.0702 -2.4705 4.5035
C: 2.5174 -1.7627 2.3054
H: 7.1661 0.3495 -1.0071
H: 7.7714 -1.0903 -1.8820
H: 6.4907 -0.1257 -2.5501
H: 5.4149 -0.1603 0.6030
H: 6.3956 0.2378 2.5393
H: 6.0555 0.9357 4.8870
H: 5.3478 -0.7512 6.6136
H: 4.9154 -3.1220 5.8883
H: 5.2700 -3.7838 3.5480
H: 3.7478 -0.2628 0.5846
H: 4.0636 0.8768 -1.4781
H: 3.7978 1.1799 -3.9047
H: 2.4051 -0.4093 -5.2486
H: 1.9812 -2.9293 -1.7971
H: 0.8431 -2.6379 -0.5323
H: 0.2741 -4.0483 3.4892
H: 3.1759 -0.9790 2.7012

- Multiplicity: 1
- Energy relative to the best compared isomer or geometry (same formula, charge and spin): 55.73 kcal/mol

Here are the natural (NBO) charges for atoms 1 to 8, given in e:
1 C -0.731
2 C 0.589
3 O -0.507
4 C -0.377
5 C 0.557
6 O -0.509
7 C -0.097
8 C -0.214



| no. | LUMO level (eV) | HOMO energy (eV) |
| --- | --- | --- |
| 1 | 3.84 | -1.3 |
| 2 | 0.93 | -7.1 |
| 3 | 1.14 | -11.3 |
| 4 | -0.62 | -8.7 |